1.
A 2-piece molecular cluster, C8H20N3 overall. Source: the Open Molecules 2025 dataset; level of theory: ωB97M-V with the def2-TZVPD basis set.

Structure (XYZ):
```
31
Properties=species:S:1:pos:R:3:nbo_charge:R:1
C 2.3389 -0.8178 -0.2045 0.156
C 1.7927 -1.5748 -1.3787 -0.687
C 2.4039 0.9940 1.2039 -0.449
C -1.0420 -1.8075 1.6099 -0.434
C -1.6567 -1.8132 -0.7500 -0.273
C -2.3921 2.0921 0.1094 -0.404
C -0.1706 1.8286 -1.1077 -0.429
C -0.8365 0.1584 0.4057 -0.035
N 1.8732 0.2803 0.0337 -0.464
N -1.2857 -1.1822 0.3458 -0.237
N -1.3954 1.1649 -0.5105 -0.378
H 2.5756 -1.5349 -2.1498 0.244
H 0.9039 -1.0096 -1.8291 0.206
H 1.7736 -2.6509 -1.3427 0.245
H 3.0287 0.4128 1.9090 0.200
H 1.7512 1.4950 1.7945 0.194
H 3.1339 1.7628 0.7670 0.213
H -0.0793 -2.2976 1.5168 0.230
H -0.9712 -1.2413 2.5824 0.249
H -1.8142 -2.5319 1.8078 0.238
H -1.6058 -2.8907 -0.5884 0.218
H -2.1599 -1.3120 -1.4959 0.185
H 3.3861 -1.2424 0.2040 0.161
H -3.0337 1.3892 0.6643 0.242
H -1.8404 2.7123 0.8447 0.231
H -2.6776 2.6995 -0.7590 0.235
H -0.5390 2.5210 -1.8180 0.210
H 0.5428 2.2112 -0.3809 0.246
H 0.4742 1.0023 -1.4239 0.272
H -0.6877 0.5922 1.3007 0.179
H -1.7910 0.5904 -1.3605 0.438
```

Results
E in eV: -13078.6359
Highest occupied orbital energy (alpha / beta) in Ha: -0.3981 / -0.4016
Energy above the lowest of the compared OMol25 structures with the same formula, charge and spin in kJ/mol: 645.3
Orbital gap (alpha / beta) in eV: 7.808 / 7.945
Charge: +1

2.
A 14-piece molecular cluster, C72H186N30O8P8 overall. Source: the Open Molecules 2025 dataset; level of theory: ωB97M-V with the def2-TZVPD basis set.

Structure (XYZ):
```
304
Properties=species:S:1:pos:R:3:mulliken_charge:R:1
C 3.9626 -0.1469 -8.2400 -0.580
C 4.8385 -1.2728 -7.7154 -0.602
C 5.5314 -1.0527 -6.3274 -0.728
C 4.5931 -0.6607 -5.3295 0.302
N 3.8631 -0.3093 -4.4979 -0.214
H 3.1088 0.0613 -7.6297 -0.306
H 3.5859 -0.3419 -9.2613 0.389
H 4.6054 0.7216 -8.2934 0.365
H 5.6028 -1.4934 -8.4495 0.443
H 4.3597 -2.2708 -7.6386 0.281
H 6.3143 -0.2991 -6.3721 0.501
H 6.0395 -1.9409 -6.0165 0.265
C 5.5098 1.8502 0.4746 -0.922
C 6.4679 0.6821 0.4756 -0.875
C 6.1435 -0.2819 1.6436 0.700
C 6.2014 0.4160 2.9513 -0.048
N 6.2732 0.8384 4.0236 -0.607
H 4.4665 1.5774 0.3977 -0.050
H 5.6396 2.6602 -0.3239 0.212
H 5.6508 2.3043 1.4046 0.753
H 7.4628 1.0660 0.7050 0.489
H 6.4642 0.1385 -0.4594 0.307
H 6.8126 -1.0930 1.6116 0.700
H 5.0705 -0.6416 1.5156 -0.574
C -6.7763 0.3828 -2.5135 -1.331
C -5.5030 0.4585 -3.3169 0.135
C -5.1319 1.8037 -3.9352 0.624
C -4.6164 2.7380 -2.9244 0.200
N -4.2028 3.4577 -2.1313 -0.478
H -7.6047 0.7700 -3.0061 0.440
H -6.7207 0.9257 -1.5661 0.117
H -7.0263 -0.6666 -2.2280 0.382
H -5.6078 -0.2211 -4.1819 0.373
H -4.6180 -0.0450 -2.8673 -0.160
H -6.0181 2.2404 -4.4068 0.395
H -4.2897 1.7023 -4.6103 -0.526
C 4.1250 -2.0129 -0.8928 2.234
C 5.1095 -3.0590 -0.4136 -0.727
C 5.5055 -4.1151 -1.4395 0.452
C 5.7811 -3.5395 -2.7566 0.010
N 5.9207 -3.1955 -3.8438 -0.491
H 4.2133 -1.0558 -0.3207 -1.412
H 3.1079 -2.3446 -0.6260 -0.860
H 4.2475 -1.8211 -1.9546 -0.004
H 4.9622 -3.6542 0.4787 0.406
H 6.0963 -2.5445 -0.2064 0.147
H 4.6343 -4.7673 -1.5059 -0.479
H 6.3436 -4.7511 -1.1463 0.587
C 4.7597 4.7071 -4.2041 -1.432
C 3.8035 4.9111 -3.0156 1.000
C 4.3195 5.9008 -1.8923 0.357
C 4.6003 7.2338 -2.3895 -0.061
N 4.7686 8.2662 -2.8998 -0.543
H 5.8091 4.3861 -3.8968 0.317
H 4.8610 5.6004 -4.8274 0.390
H 4.4027 3.8188 -4.8005 0.290
H 3.5676 4.0002 -2.4608 -0.406
H 2.8404 5.2010 -3.4521 0.028
H 5.2764 5.5373 -1.5048 0.371
H 3.5452 5.9955 -1.1031 -0.276
C 2.1718 -4.0842 6.0145 -1.012
C 0.7379 -3.7640 6.5014 -0.576
C -0.3597 -4.3384 5.5031 1.692
C -0.1110 -5.7628 5.2319 -0.025
N 0.1102 -6.8841 5.0596 -0.635
H 2.4031 -5.1554 6.1435 0.400
H 2.9144 -3.4567 6.5191 0.405
H 2.2618 -3.9038 4.9334 0.062
H 0.5581 -2.6985 6.6000 0.127
H 0.5016 -4.2719 7.4598 0.457
H -0.3809 -3.6842 4.6395 -1.162
H -1.3546 -4.1982 5.9512 0.367
O -0.7801 -4.7955 -5.1621 -0.950
P -0.2651 -3.8999 -4.1023 0.321
N -0.2842 -4.4948 -2.5552 0.802
C 0.4886 -4.0512 -1.4079 0.477
C -1.2167 -5.5794 -2.2281 -1.081
N -1.2395 -2.5434 -4.1720 0.881
C -1.1175 -1.4798 -3.2197 0.685
C -2.5287 -2.4220 -4.9074 -1.041
N 1.3410 -3.4151 -4.2651 0.652
C 2.3916 -4.3349 -4.0763 -1.432
C 1.5629 -2.2791 -5.2047 -0.251
H -0.0360 -3.3047 -0.7954 -0.829
H 1.4731 -3.7065 -1.6752 0.011
H 0.6219 -4.9290 -0.8022 0.060
H -0.7529 -6.3279 -1.6449 0.261
H -1.6116 -6.0260 -3.1429 0.354
H -2.0300 -5.1766 -1.6013 0.163
H -0.1098 -1.5969 -2.7724 -0.878
H -1.1942 -0.5167 -3.7081 -0.155
H -1.8196 -1.5109 -2.3358 -0.187
H -2.6617 -1.3901 -5.2433 0.248
H -2.5925 -3.1242 -5.7562 0.274
H -3.3226 -2.7495 -4.2281 0.259
H 3.1569 -3.9876 -3.3884 0.243
H 2.0380 -5.3268 -3.7058 0.249
H 2.8773 -4.4992 -5.0414 0.599
H 2.6205 -2.1796 -5.2971 0.252
H 1.0776 -1.3283 -4.9169 -0.231
H 1.1431 -2.4200 -6.2437 0.033
O 1.3495 5.4959 -0.2101 -0.709
P 0.0924 6.2813 -0.3047 0.407
N -1.2317 5.5734 0.4299 0.607
C -0.8668 4.9175 1.6661 -0.427
C -2.6626 5.6195 0.1213 -0.574
N -0.5385 6.5820 -1.8276 0.504
C -0.8035 5.4113 -2.6362 -0.202
C -0.1518 7.7287 -2.6520 -0.954
N 0.3253 7.7590 0.4799 0.612
C -0.6100 8.8631 0.7043 -1.114
C 1.6901 8.3051 0.6511 -1.049
H 0.2321 4.8413 1.8655 0.235
H -1.1256 3.8761 1.6351 -0.777
H -1.3479 5.3541 2.5668 0.535
H -2.9710 6.3690 -0.6359 0.373
H -3.2596 5.8033 1.0311 -0.050
H -3.1282 4.6594 -0.2570 -0.029
H -1.1950 5.7871 -3.6011 0.419
H 0.1292 4.8035 -2.9953 -0.346
H -1.4769 4.7495 -2.1098 -0.170
H -0.1538 8.6484 -2.0463 0.181
H 0.8128 7.7685 -3.1343 0.330
H -0.9005 7.8870 -3.3990 0.422
H -1.6732 8.5526 0.7970 0.184
H -0.4605 9.3186 1.6776 0.387
H -0.4906 9.6317 -0.0875 0.354
H 1.8002 9.1427 -0.0422 0.340
H 2.4129 7.5658 0.4158 0.197
H 1.8382 8.6188 1.6763 0.298
O -2.7067 1.4519 -5.8048 -0.777
P -1.4070 1.6080 -6.4748 -0.374
N -1.3279 3.1906 -7.1931 0.572
C -0.1190 3.7940 -7.7947 -0.969
C -2.3990 4.2278 -7.0040 -1.022
N -0.9807 0.5825 -7.7804 0.488
C -1.1920 0.9799 -9.2053 -1.095
C -0.3540 -0.7399 -7.7056 -0.383
N -0.1707 1.3870 -5.3588 1.597
C 1.1864 1.3479 -5.8639 -0.503
C -0.2761 1.8428 -4.0045 -0.349
H 0.4150 2.9655 -8.1510 0.316
H 0.4831 4.3792 -7.0652 0.171
H -0.4104 4.4448 -8.6245 0.370
H -1.8876 5.0867 -6.5874 0.387
H -3.1740 3.8528 -6.3353 0.147
H -2.8699 4.5121 -7.9500 0.256
H -1.7542 1.9329 -9.2352 0.305
H -0.1931 1.0754 -9.6876 0.292
H -1.7026 0.1783 -9.6987 0.373
H -0.5074 -1.0747 -6.7069 -0.430
H -0.8073 -1.3674 -8.4386 0.626
H 0.7210 -0.5792 -7.9006 0.202
H 1.7560 0.5385 -5.4186 -0.487
H 1.2332 1.2183 -6.9433 0.247
H 1.7075 2.2858 -5.6687 0.281
H 0.3620 2.7148 -3.7215 -0.018
H 0.1227 1.0180 -3.3636 -0.668
H -1.2948 2.1131 -3.7632 0.475
O -7.1782 4.9686 3.6264 -0.898
P -6.2513 3.8367 3.5579 0.081
N -6.5353 2.6452 4.6416 0.523
C -7.8509 1.9608 4.7512 -0.982
C -5.7943 2.6906 5.9113 -0.930
N -4.6713 4.2261 3.8795 0.393
C -4.3700 5.6185 4.0824 -0.826
C -3.6923 3.2285 3.4386 0.580
N -6.2934 3.1148 2.0833 0.302
C -5.8711 1.7637 1.8181 -0.926
C -6.4942 3.9505 0.8947 -0.821
H -8.3583 2.0837 5.7003 0.408
H -7.7281 0.8753 4.6441 0.204
H -8.5045 2.3336 3.9721 0.357
H -6.3141 3.4162 6.6025 0.189
H -4.7809 3.0063 5.7642 0.201
H -5.8952 1.6493 6.2793 0.437
H -5.3454 6.0818 4.3192 0.397
H -3.7252 5.8052 4.9745 0.130
H -3.8687 6.0422 3.2193 0.143
H -3.9117 2.2434 3.9089 -0.716
H -3.6244 3.1714 2.3263 0.004
H -2.7132 3.4672 3.8101 0.277
H -5.0533 1.6799 1.1506 0.427
H -5.6212 1.3264 2.7621 0.086
H -6.6168 1.2080 1.3129 0.344
H -7.3636 3.5744 0.3200 0.311
H -5.6451 3.9880 0.2105 0.141
H -6.6260 4.9484 1.2698 0.340
O 3.5068 -6.0257 -0.0082 -0.395
P 3.1445 -7.4206 0.3592 -0.356
N 2.9338 -8.5181 -0.9267 0.468
C 2.9639 -9.9673 -0.9034 -1.239
C 2.1528 -7.9805 -2.0775 -0.692
N 1.7534 -7.2872 1.3581 0.820
C 1.2595 -5.9791 1.7981 -0.160
C 1.0068 -8.4819 1.6481 -1.175
N 4.2881 -8.2182 1.3015 0.246
C 5.6120 -8.4757 0.7096 -1.001
C 4.3528 -8.0227 2.7780 -0.912
H 3.5855 -10.3224 -1.6999 0.368
H 1.9759 -10.3679 -1.0340 0.345
H 3.3633 -10.3446 0.0170 0.390
H 1.0731 -8.2826 -2.1060 0.295
H 2.6869 -8.3695 -2.9214 0.494
H 2.1582 -6.8678 -2.0664 -0.216
H 1.1210 -6.0099 2.8997 0.104
H 1.8546 -5.1593 1.4532 -0.174
H 0.2517 -5.8307 1.4013 0.053
H 0.2388 -8.2683 2.3954 0.366
H 0.4679 -8.8131 0.7642 0.196
H 1.7398 -9.2013 1.9964 0.347
H 6.2388 -7.5956 0.6338 0.214
H 6.1268 -9.2919 1.2265 0.337
H 5.4793 -8.8222 -0.3267 0.342
H 3.3181 -7.8541 3.1600 0.161
H 4.8664 -7.1141 3.0354 0.342
H 4.6928 -8.8942 3.3409 0.333
O 1.0469 -1.1206 -0.5114 -0.251
P 1.1308 0.0791 0.3488 -0.480
N 1.8568 -0.3552 1.8512 1.516
C 2.4951 0.6125 2.7001 -0.352
C 2.1552 -1.7481 2.2172 -0.227
N -0.2861 0.9131 0.7962 1.649
C -0.9673 1.5913 -0.2618 -0.173
C -0.9392 0.8026 2.0457 -0.159
N 1.9791 1.2948 -0.4208 1.004
C 2.7240 0.9669 -1.6807 -0.611
C 2.0648 2.6936 0.0415 -0.136
H 1.9834 1.5166 2.7220 -0.637
H 3.5151 0.7561 2.4244 -0.826
H 2.4921 0.2402 3.7477 0.877
H 1.4687 -1.9904 3.0602 0.018
H 3.1779 -1.9034 2.5773 0.548
H 1.8595 -2.4057 1.3607 -0.763
H -0.9600 2.6566 -0.2170 -0.864
H -0.4446 1.3779 -1.1807 -0.412
H -1.9465 1.1528 -0.3285 0.720
H -0.8897 1.7338 2.5498 -0.387
H -1.9605 0.5402 1.9362 0.679
H -0.4009 0.0430 2.6361 -0.642
H 3.8001 1.2667 -1.6147 0.171
H 2.6956 -0.1048 -1.9580 -0.716
H 2.2420 1.4177 -2.5008 0.512
H 1.7496 2.8206 1.0802 -0.130
H 1.4150 3.3652 -0.6085 -0.212
H 3.1078 3.0473 -0.0369 0.253
O 0.6057 2.9878 3.8989 -0.903
P 0.3803 2.5460 5.2860 -0.227
N 1.8557 2.3674 6.0627 0.606
C 3.0428 3.0160 5.5178 -0.827
C 1.9498 1.9107 7.4497 -1.098
N -0.4410 1.1023 5.4716 1.069
C -1.8571 0.9603 5.6624 -0.784
C 0.3211 -0.1028 5.4858 -1.289
N -0.6190 3.5838 6.0656 0.714
C -0.9503 3.3299 7.4577 -1.055
C -0.6454 5.0196 5.7280 -0.730
H 3.3706 3.8585 6.1501 0.256
H 2.8156 3.3213 4.4693 0.027
H 3.7906 2.2274 5.5602 0.395
H 2.8814 1.3958 7.5553 0.383
H 1.0947 1.2086 7.6414 0.358
H 2.1272 2.8180 8.2288 0.169
H -2.0988 0.7343 6.7267 0.355
H -2.4032 1.9026 5.5132 0.028
H -2.2674 0.2730 4.9702 0.020
H 0.7742 -0.1464 4.5019 -0.065
H 1.0392 -0.2328 6.2730 0.702
H -0.4010 -0.8840 5.5653 0.163
H -0.3466 4.0379 8.0963 0.360
H -2.0128 3.4796 7.7704 0.217
H -0.5576 2.3377 7.7262 0.335
H -0.3638 5.2647 4.6757 0.091
H -0.0850 5.5704 6.4733 0.361
H -1.7330 5.3773 5.8095 0.114
O -2.5356 -2.3653 4.4604 -1.055
P -3.3546 -2.7934 3.3105 -0.045
N -2.7224 -2.3821 1.7869 1.400
C -1.2807 -2.2945 1.6845 -0.020
C -3.3767 -2.6042 0.5265 -0.750
N -4.9129 -2.2144 3.5011 1.167
C -5.3062 -1.3748 4.5921 -1.133
C -6.0533 -2.9389 2.9164 -1.194
N -3.6357 -4.4247 3.3541 0.885
C -2.8500 -5.3819 2.5133 -0.954
C -4.3636 -5.0166 4.4335 -1.270
H -0.8235 -1.9543 2.6142 -0.370
H -1.0273 -1.5272 0.9819 0.111
H -0.6925 -3.2355 1.4284 -0.477
H -2.7034 -2.9944 -0.2232 -0.085
H -3.7858 -1.6723 0.1922 0.307
H -4.2349 -3.3005 0.6707 0.297
H -5.3849 -1.8498 5.5910 0.244
H -4.6341 -0.5879 4.7077 -0.087
H -6.2431 -0.8196 4.4140 0.485
H -6.6949 -2.3370 2.1220 0.124
H -5.8176 -3.8646 2.3785 0.418
H -6.7260 -3.2200 3.7914 0.418
H -2.2402 -6.0957 3.0514 0.363
H -3.5619 -6.0004 1.9110 0.307
H -2.1891 -4.7410 1.8573 -0.027
H -3.7907 -5.8351 4.9205 0.334
H -5.2992 -5.5689 4.1293 0.313
H -4.5298 -4.2887 5.2036 0.327
```

Results
E in eV: -213083.5230
Highest occupied orbital energy in Ha: -0.2953
Energy above the lowest of the compared OMol25 structures with the same formula, charge and spin in kJ/mol: 0.0
Orbital gap in eV: 8.522

3.
C4H5Cl in the gas phase. Source: the Open Molecules 2025 dataset; level of theory: ωB97M-V with the def2-TZVPD basis set.

Structure (XYZ):
```
10
Properties=species:S:1:pos:R:3:nbo_charge:R:1
C -1.1061 -1.0587 0.1307 -0.649
C 0.0052 -0.0965 -0.0604 -0.019
C 1.3293 0.0839 -0.0811 -0.069
Cl 2.9902 -0.1511 0.1277 0.093
C 0.1675 1.3833 -0.2400 -0.411
H -1.7622 -1.2124 -0.6825 0.228
H -1.6592 -0.8758 0.9889 0.225
H -0.5299 -1.9538 0.2766 0.226
H 0.3407 1.8817 -1.1213 0.193
H 0.2246 1.9993 0.6613 0.182
```

Results
E in eV: -16747.9009
Highest occupied orbital energy in Ha: -0.3314
SMILES: CC1=C(Cl)C1
Energy above the lowest of the compared OMol25 structures with the same formula, charge and spin in kJ/mol: 214.4
Orbital gap in eV: 9.861

Q: Among the records above, which one has the lowest E?
A: C72H186N30O8P8

Repeat the first record exactly.
A 2-piece molecular cluster, C8H20N3 overall. Source: the Open Molecules 2025 dataset; level of theory: ωB97M-V with the def2-TZVPD basis set.

Structure (XYZ):
```
31
Properties=species:S:1:pos:R:3:nbo_charge:R:1
C 2.3389 -0.8178 -0.2045 0.156
C 1.7927 -1.5748 -1.3787 -0.687
C 2.4039 0.9940 1.2039 -0.449
C -1.0420 -1.8075 1.6099 -0.434
C -1.6567 -1.8132 -0.7500 -0.273
C -2.3921 2.0921 0.1094 -0.404
C -0.1706 1.8286 -1.1077 -0.429
C -0.8365 0.1584 0.4057 -0.035
N 1.8732 0.2803 0.0337 -0.464
N -1.2857 -1.1822 0.3458 -0.237
N -1.3954 1.1649 -0.5105 -0.378
H 2.5756 -1.5349 -2.1498 0.244
H 0.9039 -1.0096 -1.8291 0.206
H 1.7736 -2.6509 -1.3427 0.245
H 3.0287 0.4128 1.9090 0.200
H 1.7512 1.4950 1.7945 0.194
H 3.1339 1.7628 0.7670 0.213
H -0.0793 -2.2976 1.5168 0.230
H -0.9712 -1.2413 2.5824 0.249
H -1.8142 -2.5319 1.8078 0.238
H -1.6058 -2.8907 -0.5884 0.218
H -2.1599 -1.3120 -1.4959 0.185
H 3.3861 -1.2424 0.2040 0.161
H -3.0337 1.3892 0.6643 0.242
H -1.8404 2.7123 0.8447 0.231
H -2.6776 2.6995 -0.7590 0.235
H -0.5390 2.5210 -1.8180 0.210
H 0.5428 2.2112 -0.3809 0.246
H 0.4742 1.0023 -1.4239 0.272
H -0.6877 0.5922 1.3007 0.179
H -1.7910 0.5904 -1.3605 0.438
```

Results
E in eV: -13078.6359
Highest occupied orbital energy (alpha / beta) in Ha: -0.3981 / -0.4016
Energy above the lowest of the compared OMol25 structures with the same formula, charge and spin in kJ/mol: 645.3
Orbital gap (alpha / beta) in eV: 7.808 / 7.945
Charge: +1